{"formula": "C3H6ClNOPS", "method": "ωB97M-V with the def2-TZVPD basis set", "elements": ["Cl", "S", "P", "O", "N", "C", "C", "C", "H", "H", "H", "H", "H", "H"], "positions_angstrom": [[-1.19933, -0.11318, 3.36716], [2.34839, -0.18933, 3.25513], [0.40702, 0.06311, 2.37464], [0.38791, -0.92416, 1.15235], [0.34632, 1.57724, 1.57786], [0.41192, 1.30178, 0.22198], [-0.88532, -0.49501, -0.91756], [0.37499, -0.16197, -0.11599], [-1.03723, -0.30919, -2.05242], [1.31415, -0.40892, -0.62338], [0.07736, 2.07027, -0.45936], [-1.16256, -1.63696, -0.99343], [1.98066, 0.12165, 4.59502], [-1.79288, -0.05094, -0.45840]], "forces_ev_per_angstrom": [[-0.83, -0.21, 1.21], [-2.15, 0.30, 1.30], [2.76, 1.45, -1.49], [0.07, 0.43, -0.70], [0.48, -1.35, -4.20], [-1.95, -0.11, 6.17], [-2.48, -2.33, -1.67], [0.23, -0.25, -1.28], [1.30, 0.57, 1.86], [-0.24, -0.31, -0.09], [0.76, 0.28, -0.33], [1.10, 1.92, 0.84], [0.32, -0.30, -1.61], [0.63, -0.08, -0.02]], "largest_force_ha_per_bohr": 0.1259, "homo_ev": -14.92, "de_lowest_kcal_mol": 7.5, "charge": 1, "gap_ev": 10.18}

{"formula": "C3H6ClOP", "method": "ωB97M-V with the def2-TZVPD basis set", "elements": ["Cl", "P", "O", "C", "C", "C", "H", "H", "H", "H", "H", "H"], "positions_angstrom": [[0.52516, 2.63871, 1.04955], [0.02973, 0.75039, 0.74467], [-1.90202, -0.03463, 2.24513], [-1.37681, -0.43668, -1.33461], [1.41414, -0.52124, 0.73542], [-0.38655, 0.38306, -1.06485], [-1.87682, -0.79776, -2.19017], [2.01317, -0.18099, -0.12616], [-1.95453, -0.69415, -0.46908], [1.09933, -1.52625, 0.58320], [2.09863, -0.43836, 1.67693], [0.31659, 0.85792, -1.85004]], "forces_ev_per_angstrom": [[0.91, 0.61, -0.35], [-2.88, -4.05, 0.01], [1.39, 0.55, -1.12], [-0.85, 0.40, 1.81], [2.39, 2.95, 1.58], [2.05, 2.08, -0.89], [0.50, -0.12, -1.51], [0.13, -0.48, 0.27], [-0.32, -0.38, 0.64], [-0.79, -0.51, -0.02], [-1.35, -0.22, -1.60], [-1.20, -0.83, 1.20]], "largest_force_ha_per_bohr": 0.0966, "homo_ev": [-8.98, -8.85], "de_lowest_kcal_mol": 142.4, "gap_ev": [7.94, 8.07]}

{"formula": "C3H6CsO4", "method": "ωB97M-V with the def2-TZVPD basis set", "elements": ["Cs", "O", "O", "O", "O", "C", "C", "C", "H", "H", "H", "H", "H", "H"], "positions_angstrom": [[-0.88926, 7.00240, -0.81496], [-1.36927, 2.62626, -1.35804], [-0.63840, 0.65121, -0.69279], [0.23084, 2.54575, 0.16451], [0.87344, -2.50577, 0.74109], [0.21995, -0.11060, 0.14895], [-0.58331, 1.99060, -0.61356], [-0.07330, -1.56793, -0.11397], [1.27072, 0.12623, -0.07731], [1.07232, -3.90634, 2.09296], [0.03189, 0.13350, 1.20443], [0.03458, -1.81231, -1.18130], [0.91391, -3.35198, 0.28971], [-1.09411, -1.82104, 0.21028]], "forces_ev_per_angstrom": [[0.03, -0.77, 0.02], [-0.26, -0.65, -0.22], [-0.21, -2.00, -0.12], [0.27, -0.81, 0.31], [-1.38, 2.36, -1.58], [0.62, 0.45, 0.41], [0.17, 3.48, 0.09], [0.51, -1.89, 0.96], [-0.26, -0.09, 0.15], [0.01, -0.23, 0.36], [0.13, -0.03, -0.25], [0.15, 0.02, 0.40], [-0.12, 0.06, -0.34], [0.33, 0.11, -0.18]], "s_squared": 0.75, "largest_force_ha_per_bohr": 0.0677, "homo_ev": [-6.73, -6.73], "de_lowest_kcal_mol": 47.9, "gap_ev": [5.22, 5.22], "spin_multiplicity": 2}

{"formula": "C3H6DyO5", "method": "ωB97M-V with the def2-TZVPD basis set", "elements": ["Dy", "O", "O", "O", "O", "O", "C", "C", "C", "H", "H", "H", "H", "H", "H"], "positions_angstrom": [[3.40767, 0.40874, 0.66245], [-5.90084, 0.90477, -0.71485], [-0.47629, -1.25324, 0.17497], [1.71298, -1.24519, -0.14983], [-4.02620, -0.82008, 0.78260], [0.81403, 0.44079, 0.91706], [0.68537, -0.68760, 0.34806], [-2.87700, -1.40423, 0.28872], [-1.65251, -0.57796, 0.66381], [-1.57547, -0.47408, 1.75471], [-1.70593, 0.42132, 0.21128], [-2.88842, -1.51799, -0.81665], [-2.74525, -2.42403, 0.70110], [-5.64075, 1.81130, -0.53652], [-4.84821, -0.00268, 0.00701]], "forces_ev_per_angstrom": [[-3.15, -1.26, -0.50], [1.30, -1.82, 0.73], [0.07, -0.42, -0.07], [1.38, 0.09, 0.33], [-2.44, 1.94, -1.26], [0.99, 0.36, 0.51], [0.61, 0.98, -0.45], [0.72, 0.02, -1.13], [-0.14, 0.65, 0.45], [-0.05, 0.02, -0.30], [0.02, -0.24, 0.15], [-0.14, -0.07, 0.45], [-0.43, 0.31, -0.03], [0.20, 0.59, 0.18], [1.06, -1.16, 0.95]], "s_squared": 9.82, "largest_force_ha_per_bohr": 0.0666, "homo_ev": [-13.09, -12.75], "de_lowest_kcal_mol": 33.0, "charge": 1, "gap_ev": [6.87, 7.10], "spin_multiplicity": 6}

{"formula": "C3H6F2", "method": "ωB97M-V with the def2-TZVPD basis set", "elements": ["F", "F", "C", "C", "C", "H", "H", "H", "H", "H", "H"], "positions_angstrom": [[-2.36613, -0.53437, -0.31273], [1.15114, -1.20840, -0.31444], [-0.16797, 0.66556, -0.39960], [1.32351, 0.13648, 0.09942], [-1.11758, -0.35134, 0.45844], [2.13139, 0.81419, -0.37428], [-0.54902, 1.66287, -0.77688], [-0.25290, -0.20542, -1.42741], [-0.27247, -1.35140, 0.36757], [-1.39272, 0.26905, 1.55053], [1.51275, 0.10278, 1.12938]], "forces_ev_per_angstrom": [[2.24, 0.04, 1.70], [3.05, 0.26, -0.35], [-0.54, -5.44, -2.01], [-2.21, 2.60, -3.04], [0.92, 1.96, 0.25], [-0.96, -2.00, 0.15], [0.94, -1.02, 1.16], [0.40, 3.49, 2.30], [-4.23, 2.63, 1.30], [0.52, -2.54, -3.01], [-0.13, 0.03, 1.56]], "largest_force_ha_per_bohr": 0.1133, "homo_ev": -10.71, "de_lowest_kcal_mol": 105.9, "gap_ev": 11.69}

{"formula": "C3H6F2N2", "method": "ωB97M-V with the def2-TZVPD basis set", "elements": ["F", "F", "N", "N", "C", "C", "C", "H", "H", "H", "H", "H", "H"], "positions_angstrom": [[-1.73320, -0.61117, 1.17590], [1.66324, -0.00793, 1.53583], [-0.57373, 0.13972, 0.95796], [1.10894, -0.79537, -1.02403], [0.17033, 0.10531, -1.46464], [-0.52334, 0.97721, -0.09374], [0.45373, -0.53199, 1.43205], [-1.58212, 1.23370, -0.34081], [0.66502, 0.94933, -1.89057], [0.56909, -1.65553, -0.70546], [0.13947, 1.82141, 0.26156], [0.34204, -1.35032, 2.10787], [-0.69945, -0.27437, -1.95193]], "forces_ev_per_angstrom": [[0.44, 0.43, -0.56], [-0.42, 1.00, 0.33], [-0.08, -1.34, 2.37], [-1.63, -1.48, 1.67], [1.07, 0.02, 1.96], [-0.93, 1.67, -1.23], [1.67, -0.96, -1.23], [1.02, 0.45, 0.17], [0.01, 0.55, -0.98], [0.97, 0.77, -1.01], [-0.77, -0.70, -1.03], [-0.62, -0.38, 0.15], [-0.74, -0.03, -0.61]], "largest_force_ha_per_bohr": 0.0537, "homo_ev": [-7.68, -7.68], "de_lowest_kcal_mol": 141.1, "gap_ev": [8.06, 8.06]}

{"formula": "C3H6F2O", "method": "ωB97M-V with the def2-TZVPD basis set", "elements": ["F", "F", "O", "C", "C", "C", "H", "H", "H", "H", "H", "H"], "positions_angstrom": [[2.20974, 1.17540, -0.16151], [0.43518, -1.69295, 0.83534], [0.90672, -0.85885, -1.26733], [-2.35251, -0.00826, -0.25260], [1.31103, 0.51497, 0.66838], [0.56935, -0.56813, 0.03611], [-1.80693, 0.92649, -0.27676], [2.04979, 0.31324, 1.55067], [-2.84991, -0.29741, 0.63663], [-2.17399, -0.73646, -1.08841], [1.07889, -0.14750, -1.86295], [0.62265, 1.37945, 1.18244]], "forces_ev_per_angstrom": [[-0.56, 0.02, -1.06], [0.46, 1.29, -1.46], [-0.73, -2.08, 1.90], [1.30, -0.56, -1.57], [1.30, 3.63, 4.39], [-0.31, -1.23, -1.05], [-0.27, 0.00, -0.07], [-1.81, -0.89, -1.18], [-0.38, -0.28, 0.54], [-0.39, 0.89, 1.08], [0.18, 1.27, 0.02], [1.21, -2.05, -1.55]], "largest_force_ha_per_bohr": 0.1137, "homo_ev": [-8.83, -8.19], "de_lowest_kcal_mol": 106.8, "gap_ev": [9.34, 8.43]}

{"formula": "C3H6F2S", "method": "ωB97M-V with the def2-TZVPD basis set", "elements": ["S", "F", "F", "C", "C", "C", "H", "H", "H", "H", "H", "H"], "positions_angstrom": [[-2.30286, -0.14513, -0.05984], [1.79300, -1.10801, -0.12012], [0.05580, 1.91734, -0.31521], [0.61873, -0.29449, -0.43321], [-0.64104, -1.05871, 0.01356], [0.81794, 0.95899, 0.37776], [-1.93159, 1.05308, -0.38012], [-0.61504, -1.41787, 1.01601], [1.88393, 1.31866, 0.46391], [-0.75459, -2.08288, -0.44653], [0.64488, -0.05679, -1.51232], [0.43087, 0.91580, 1.39611]], "forces_ev_per_angstrom": [[0.38, -1.91, 0.09], [-1.56, 0.57, -0.55], [0.36, 0.39, 0.31], [0.90, -1.24, 1.00], [-0.79, -0.97, -0.94], [0.51, 1.19, -0.12], [0.66, 1.06, -0.32], [0.70, 0.57, 1.22], [-1.04, -0.54, -0.54], [0.05, 1.42, -0.63], [-0.02, -0.26, 0.56], [-0.17, -0.28, -0.07]], "largest_force_ha_per_bohr": 0.0379, "homo_ev": -9.34, "de_lowest_kcal_mol": 19.7, "gap_ev": 10.21, "smiles": "FC[C@@H](F)CS"}

{"formula": "C3H6F3NO3S", "method": "ωB97M-V with the def2-TZVPD basis set", "elements": ["S", "F", "F", "F", "O", "O", "O", "N", "C", "C", "C", "H", "H", "H", "H", "H", "H"], "positions_angstrom": [[0.32556, -0.92144, -1.17090], [1.05566, -1.61071, 1.58828], [-0.16286, -3.03700, 0.66032], [1.75849, -2.56638, -0.19977], [1.54213, -0.19505, -1.43839], [-1.62364, -0.41319, 0.46326], [-0.32645, -1.81263, -2.08165], [-1.08886, 0.24853, -0.66149], [0.48697, 1.69047, 0.70587], [-0.65438, 1.53701, -0.31965], [0.70864, -2.04806, 0.40241], [0.49563, 0.92591, 1.47223], [-2.62813, -0.20821, 0.48301], [1.58733, 1.65056, 0.15468], [0.53472, 2.70128, 1.09361], [-1.57877, 2.12969, 0.21559], [-0.43205, 1.92921, -1.36743]], "forces_ev_per_angstrom": [[-2.38, 1.42, 1.40], [0.22, 1.36, -0.05], [-0.15, 0.66, -0.93], [1.32, -1.02, 0.07], [-1.22, -0.64, -0.05], [-2.05, 0.10, 0.79], [0.81, 0.31, 0.33], [0.75, -2.73, -0.71], [3.39, 0.28, -2.45], [-0.46, 3.07, 0.74], [-0.82, -0.97, -0.41], [-0.25, 0.08, 0.24], [2.43, -0.57, -0.50], [-2.83, -0.28, 1.28], [-0.47, 0.01, 0.46], [1.81, -1.47, -1.88], [-0.10, 0.39, 1.66]], "largest_force_ha_per_bohr": 0.0816, "homo_ev": -10.06, "de_lowest_kcal_mol": 81.9, "gap_ev": 10.47, "smiles": "CCN(O)S(=O)(=O)C(F)(F)F"}

{"formula": "C3H6FIO", "method": "ωB97M-V with the def2-TZVPD basis set", "elements": ["I", "F", "O", "C", "C", "C", "H", "H", "H", "H", "H", "H"], "positions_angstrom": [[-2.06961, 0.14857, -0.42371], [-0.78573, -2.30757, 0.17736], [-2.80825, 1.56335, 0.89495], [0.88586, -0.74428, 0.00919], [-0.49268, -1.15353, -0.44078], [1.45809, 0.54440, -0.49454], [0.92007, 1.35676, -0.14599], [2.36376, 0.74610, -0.01367], [1.50317, 0.55653, -1.52125], [-3.70954, 1.58948, 1.32977], [1.14230, -0.74967, 1.05589], [1.59256, -1.55013, -0.42723]], "forces_ev_per_angstrom": [[-0.90, 0.15, -1.22], [-0.53, -0.70, -0.27], [-1.71, 2.25, 1.71], [1.87, -1.41, -2.05], [2.38, -0.91, 1.59], [-0.81, -0.70, 1.05], [-1.73, 1.74, 0.36], [1.95, -0.20, 0.24], [0.42, 0.29, -2.38], [1.14, -0.83, -0.63], [-1.00, -0.47, 0.88], [-1.08, 0.78, 0.72]], "s_squared": 2.01, "largest_force_ha_per_bohr": 0.0642, "homo_ev": [-7.31, -9.79], "gap_ev": [7.94, 7.38], "spin_multiplicity": 3}

{"formula": "C3H6FN", "method": "ωB97M-V with the def2-TZVPD basis set", "elements": ["F", "N", "C", "C", "C", "H", "H", "H", "H", "H", "H"], "positions_angstrom": [[1.45039, -1.63457, 0.06218], [1.42291, 0.87650, 0.10348], [0.75663, -0.18148, -0.39908], [-1.76061, -0.45500, -0.07826], [-0.51242, -0.24133, 0.31846], [2.24838, 1.20984, -0.43664], [-1.92944, -0.65784, -1.11507], [-2.76258, -0.27653, 0.43314], [1.63572, 0.67420, 1.07201], [0.82545, -0.22312, -1.53183], [-0.33659, -0.25777, 1.45272]], "forces_ev_per_angstrom": [[-0.82, 2.44, -0.90], [2.52, 1.00, -0.22], [0.24, -2.59, -1.63], [-1.10, 0.82, -0.56], [-1.40, -1.48, 3.05], [-0.87, -0.66, 0.81], [-0.02, 0.05, -0.74], [1.96, -0.60, 0.10], [0.14, 0.63, 0.16], [-0.49, -0.25, 1.55], [-0.18, 0.65, -1.61]], "largest_force_ha_per_bohr": 0.0713, "homo_ev": -10.02, "de_lowest_kcal_mol": 15.3, "gap_ev": 11.11}

{"formula": "C3H6FN", "method": "ωB97M-V with the def2-TZVPD basis set", "elements": ["F", "N", "C", "C", "C", "H", "H", "H", "H", "H", "H"], "positions_angstrom": [[0.18256, 1.14475, -1.40747], [1.26105, -0.88743, 0.16851], [0.15744, -0.17034, 0.66605], [-0.36976, 0.92582, -0.22163], [-1.09862, -0.38785, -0.12687], [1.26509, -0.52742, -0.81585], [-0.87201, -0.96005, -1.08867], [-2.05553, -0.40401, 0.29279], [-0.66516, 1.85299, 0.21648], [0.06143, -0.19195, 1.78175], [2.13351, -0.39452, 0.53490]], "forces_ev_per_angstrom": [[1.53, 0.30, -1.67], [2.81, 1.11, -1.07], [-1.14, -0.22, 1.10], [-1.33, -0.34, 2.18], [1.43, 0.13, -1.95], [0.56, -1.12, 0.65], [-0.82, 0.55, 1.51], [-1.21, -0.35, 0.53], [-0.67, 0.35, 0.28], [0.10, 0.61, -1.16], [-1.26, -1.02, -0.41]], "largest_force_ha_per_bohr": 0.0624, "homo_ev": -9.13, "de_lowest_kcal_mol": 18.2, "gap_ev": 10.25, "smiles": "N[C@@H]1C[C@@H]1F"}

Ordered total energy results: -39385.4009; -27061.1773; -11941.8926; -37518.1977; -8638.9287; -11617.2132; -10685.8955; -19477.6556; -29824.2485; -16068.1226; -7414.1963; -7414.0722; unit eV.